81
Properties=species:S:1:pos:R:3:forces:R:3 method="wB97M-V/def2-TZVPD" e_lumo_ev=1.5 homo_ev=-2.733 charge=-1 de_lowest_kj_mol=16.2 e_tot_ev=-79419.83841 gap_ev=4.22
C 5.726854 0.144173 0.138555 -0.14 0.20 -0.11
C 4.923787 -0.613432 1.203269 -0.21 0.08 0.04
C 4.875566 -2.087960 0.803850 -0.09 -0.04 -0.08
C 5.671483 -0.505434 2.539277 -0.12 0.15 0.14
C 3.501823 -0.010254 1.320562 -0.30 -0.75 -0.14
C 2.372215 -0.731905 1.052676 0.98 -0.09 -0.05
C 1.044845 -0.185647 1.135025 -1.50 -1.22 -0.40
C -0.074577 -0.984400 0.814952 2.16 0.83 1.99
C -1.426857 -0.516907 0.981055 -1.52 0.78 -0.26
C -1.803739 0.725012 0.411745 0.11 -0.63 0.37
C -3.071522 1.255942 0.560302 -0.17 -0.68 0.62
C -4.040612 0.565424 1.342016 1.30 -0.54 -0.38
N -5.299886 1.078260 1.482261 -0.90 0.61 0.48
C -5.752187 2.171891 0.643873 0.13 -0.14 -0.18
C -4.656049 3.204974 0.448112 0.04 0.03 0.08
C -3.401049 2.547077 -0.112160 -0.09 0.43 -0.53
C -6.364373 0.284401 2.060387 0.13 -0.16 -0.15
C -5.856825 -0.521716 3.242478 0.11 0.06 0.04
C -4.664907 -1.384369 2.827935 -0.35 -0.58 0.16
C -3.678315 -0.669723 1.956005 0.15 0.79 -0.52
C -2.419506 -1.205997 1.728676 0.79 0.35 -0.46
C 0.938734 1.160169 1.631566 0.30 1.26 0.13
C 2.016816 1.971242 1.867025 -0.94 -0.18 -0.01
C 1.871166 3.456768 2.288522 0.05 -0.27 0.10
C 2.526770 3.702019 3.655190 0.11 -0.15 0.06
C 0.404717 3.881476 2.389401 -0.09 -0.04 -0.03
C 2.557323 4.365367 1.258370 0.11 -0.17 -0.17
C 3.366672 1.404845 1.717755 1.29 0.81 -0.04
O 4.382979 2.111199 1.924633 -1.20 -0.81 -0.14
H 5.826859 1.192817 0.429284 0.06 -0.18 -0.15
H 6.723939 -0.300847 0.038614 -0.12 0.04 -0.02
H 5.212826 0.087851 -0.827093 0.14 0.01 0.05
H 4.343065 -2.681022 1.556108 0.04 0.00 -0.14
H 4.389676 -2.216554 -0.170404 0.06 -0.08 0.16
H 5.896905 -2.481942 0.725414 -0.17 0.11 0.02
H 5.122638 -1.036091 3.324696 0.10 0.02 -0.01
H 6.668795 -0.951503 2.441815 -0.14 0.03 0.02
H 5.776177 0.544355 2.823612 0.03 -0.21 0.04
H 2.450200 -1.780640 0.754415 -0.02 0.37 -0.02
H 0.097068 -2.054881 0.716508 0.01 0.18 -0.38
H -1.074638 1.272481 -0.188719 -0.20 -0.22 0.07
H -6.076472 1.786169 -0.340843 0.01 0.10 0.10
H -6.628468 2.618214 1.128850 0.13 -0.03 -0.11
H -5.009982 3.979687 -0.235501 0.01 0.03 0.07
H -4.426163 3.682798 1.407641 -0.08 -0.08 -0.06
H -2.551367 3.237153 -0.025339 -0.13 -0.14 -0.05
H -3.535771 2.358870 -1.189489 0.02 0.07 0.20
H -7.160663 0.973779 2.365535 0.09 -0.16 -0.01
H -6.790063 -0.398374 1.301219 0.00 0.06 0.11
H -5.559675 0.158854 4.049308 -0.05 -0.01 -0.13
H -6.667561 -1.150810 3.619392 0.08 0.03 0.04
H -4.158391 -1.757365 3.725980 -0.05 0.00 -0.14
H -5.038513 -2.270974 2.293011 0.06 0.12 0.10
H -2.164788 -2.171382 2.172933 -0.08 0.23 -0.06
H -0.059078 1.550693 1.831214 0.31 -0.15 -0.14
H 3.593708 3.470891 3.603711 -0.19 0.06 0.09
H 2.400388 4.753562 3.943013 0.01 -0.15 -0.02
H 2.059528 3.069709 4.417979 0.06 0.09 -0.01
H -0.114476 3.747681 1.431878 0.00 -0.01 0.17
H -0.119816 3.317781 3.170541 -0.01 0.06 -0.16
H 0.348287 4.946708 2.651685 0.06 -0.21 -0.04
H 2.117983 4.205763 0.267651 0.08 0.10 0.05
H 2.423840 5.416861 1.541790 -0.01 -0.14 -0.05
H 3.625080 4.136025 1.215951 -0.20 0.11 -0.07
Cl -0.440909 -6.151699 -9.305544 -0.15 -0.35 -0.52
C -0.056605 -5.219335 -7.916503 0.33 0.91 1.22
C -0.135428 -5.798141 -6.643084 0.18 0.38 0.00
C 0.182470 -5.032882 -5.511401 -0.11 -0.19 -0.54
C 0.566511 -3.700589 -5.651011 -0.32 0.32 0.26
S 0.998535 -2.724351 -4.158345 -2.37 1.11 0.47
C -0.448106 -1.974611 -3.595453 0.31 -2.47 -3.78
Cl -0.615194 -1.275579 -2.117748 0.01 0.97 2.38
O 1.455323 -3.702238 -3.193382 0.82 -0.18 0.29
O 1.924971 -1.740572 -4.677994 1.16 -0.13 -0.30
C 0.656848 -3.127470 -6.920451 -0.18 -0.38 -0.25
C 0.339044 -3.882809 -8.059572 -0.03 -0.26 0.36
H -0.436250 -6.838233 -6.538853 0.06 0.20 -0.04
H 0.142340 -5.490921 -4.526238 0.00 0.23 -0.11
H -1.137671 -1.669446 -4.376817 0.32 0.13 0.05
H 0.987311 -2.098546 -7.041234 -0.05 -0.19 0.20
H 0.404414 -3.441394 -9.052013 -0.01 -0.10 0.20